The following is a DFT calculation (ωB97M-V/def2-TZVPD) of a single C10H10N4 molecule at a distorted geometry.

Last column: Löwdin charge in e.
CARTESIAN COORDINATES (ANGSTROEM)
N (-1.158, -1.785, -0.803)  0.052
N (-2.620, 1.870, -1.672)  0.179
N (-0.622, -0.598, -0.359)  -0.029
N (-2.362, -1.893, -0.639)  0.010
C (-1.463, 1.014, 1.574)  -0.005
C (3.001, -1.232, -0.412)  -0.121
C (1.646, -1.410, -0.467)  -0.063
C (-2.066, 1.292, -0.843)  -0.191
C (1.291, 0.957, -0.279)  0.002
C (0.756, -0.372, -0.353)  -0.224
C (-1.741, 0.292, 0.186)  -0.361
C (2.704, 1.146, -0.245)  -0.053
C (-2.888, -0.744, 0.016)  -0.156
C (3.541, 0.013, -0.307)  -0.120
H (-3.457, -1.029, 0.979)  0.145
H (-3.634, -0.267, -0.740)  0.141
H (-1.430, 2.066, 1.471)  0.057
H (1.182, -2.410, -0.697)  0.122
H (3.225, 2.068, -0.048)  0.095
H (-0.525, 0.665, 2.031)  0.084
H (3.678, -2.161, -0.603)  0.143
H (0.560, 1.676, 0.032)  0.081
H (4.631, 0.030, -0.212)  0.105
H (-2.251, 0.810, 2.390)  0.107

energy above the lowest of the compared OMol25 structures with the same formula, charge and spin: 352.95 kJ/mol
2S+1: 1
HOMO level: -8.57 eV
structure (SMILES): C[C@]1(C#N)CN=NN1c1ccccc1
max |F|: 3.562 eV Å⁻¹

***

The following is a DFT calculation (ωB97M-V/def2-TZVPD) of 3 unconnected molecules or ions with the total composition C3H10O2 at a distorted geometry.

Last column: Löwdin charge in e.
CARTESIAN COORDINATES (ANGSTROEM)
O (0.211, -2.833, -0.532)  -0.055
O (-1.523, -1.527, -2.600)  -0.098
C (-0.455, 0.552, 0.680)  -0.068
C (-0.029, 1.680, 1.213)  -0.295
C (1.433, 1.986, 1.512)  -0.134
H (-1.572, 0.404, 0.533)  0.068
H (-1.495, -1.519, -3.614)  0.084
H (2.189, 1.442, 0.915)  0.065
H (-0.522, -2.869, -1.106)  -0.027
H (1.654, 1.950, 2.641)  0.086
H (-0.704, -0.992, -2.518)  0.046
H (0.017, -3.448, 0.196)  0.053
H (-0.933, 2.381, 1.280)  0.111
H (0.210, -0.307, 0.287)  0.069
H (1.521, 3.100, 1.113)  0.096

energy above the lowest of the compared OMol25 structures with the same formula, charge and spin: 140.70 kJ/mol
2S+1: 1
HOMO level: -9.49 eV
structure (SMILES): C=CC.O.O
max |F|: 3.122 eV Å⁻¹

***

The following is a DFT calculation (ωB97M-V/def2-TZVPD) of a molecular structure, C5N2O6S at a distorted geometry.

Last column: Mulliken spin population.
CARTESIAN COORDINATES (ANGSTROEM)
S (1.768, 0.442, 1.498)  1.152
O (4.492, -0.943, -0.688)  0.104
O (2.039, 2.615, -0.400)  0.030
O (-10.373, 0.806, 0.511)  0.000
O (1.472, -4.004, 0.030)  0.090
O (4.097, 1.311, -0.693)  0.018
O (4.013, 3.465, 0.387)  0.005
N (1.756, -2.835, -0.007)  0.097
N (-10.478, -1.442, -0.147)  0.000
C (2.461, -0.187, 0.109)  0.569
C (-10.294, -0.337, 0.181)  0.000
C (3.772, 0.077, -0.615)  -0.002
C (3.156, 2.770, -0.073)  -0.012
C (2.118, -1.740, -0.091)  -0.050

2S+1: 3
HOMO level (spin up / spin down): -2.18 / -2.18 eV
charge: -2
max |F|: 5.218 eV Å⁻¹

***

The following is a DFT calculation (ωB97M-V/def2-TZVPD) of 23 unconnected molecules or ions with the total composition C3H51O23 at a distorted geometry.

Last column: Löwdin charge in e.
CARTESIAN COORDINATES (ANGSTROEM)
O (-1.557, -2.379, -2.410)  -0.039
O (-0.675, -3.651, 2.749)  -0.007
O (2.088, -3.797, 0.323)  -0.044
O (2.494, 2.563, -2.120)  -0.035
O (2.907, 2.067, 2.456)  -0.054
O (-3.561, 1.188, 2.150)  -0.032
O (-0.457, 2.112, 2.797)  -0.028
O (-3.540, -0.155, -0.864)  -0.084
O (4.032, 1.142, 0.033)  0.016
O (-0.029, -0.860, 3.598)  -0.033
O (-0.543, 4.567, 1.073)  -0.070
O (2.051, 3.738, 0.455)  -0.055
O (0.338, 0.450, -3.442)  -0.001
O (-2.204, 2.922, -0.311)  -0.066
O (-3.497, -3.814, -0.320)  -0.073
O (-1.619, 0.342, 0.730)  -0.318
O (-0.437, 3.408, -2.279)  -0.027
O (-2.962, -1.702, 2.148)  -0.042
O (2.421, -0.922, 1.902)  -0.051
O (-2.399, 0.816, -2.954)  -0.038
O (2.862, -0.636, -2.230)  -0.001
O (-0.450, -4.492, -0.713)  -0.033
O (1.417, -2.629, -3.254)  -0.074
C (-0.234, -1.365, 0.217)  -0.076
C (-0.569, -0.022, -0.066)  -0.598
C (0.496, 1.018, 0.127)  -0.040
H (0.444, 3.011, -2.162)  0.026
H (1.922, -1.854, -2.985)  -0.042
H (-2.218, -2.198, 2.418)  -0.052
H (0.022, 2.894, 2.513)  0.014
H (-0.213, -4.849, -1.603)  0.086
H (1.853, -4.606, 0.809)  0.054
H (-0.372, -0.229, 3.036)  -0.037
H (-1.077, 3.819, 0.789)  -0.008
H (-0.644, 1.621, 2.017)  -0.039
H (-0.867, -1.268, 3.904)  0.066
H (3.474, 1.289, 0.778)  -0.014
H (0.251, -3.952, -0.512)  -0.073
H (-1.969, -1.872, -1.667)  0.037
H (1.341, 0.696, -0.533)  0.070
H (0.519, -1.865, -0.377)  0.077
H (-1.677, 3.187, -1.102)  0.004
H (-3.431, -4.192, 0.557)  0.015
H (0.855, 0.931, 1.193)  0.078
H (-0.316, -4.267, 2.136)  0.016
H (-0.981, 0.087, -1.046)  0.102
H (-2.049, -2.087, -3.151)  0.034
H (2.591, -3.223, 0.894)  0.023
H (-3.051, -0.010, -1.695)  -0.043
H (3.672, -0.997, -2.532)  0.062
H (-0.307, 4.331, -2.456)  0.057
H (0.270, 2.084, -0.151)  0.078
H (-2.837, 1.019, 1.585)  -0.068
H (4.731, 1.695, 0.140)  0.008
H (-2.542, -3.769, -0.566)  -0.005
H (-0.408, 5.109, 0.275)  0.058
H (-2.065, 1.975, -0.238)  0.003
H (3.165, -0.383, -1.387)  0.008
H (2.202, 3.381, -1.749)  0.000
H (-3.584, 2.113, 2.269)  0.004
H (-1.463, 1.052, -2.973)  0.009
H (1.302, 4.135, 0.910)  0.001
H (-2.640, -1.219, 1.367)  0.004
H (0.051, -1.608, 1.226)  0.063
H (-2.845, 0.023, -0.198)  -0.049
H (0.984, 0.296, -2.796)  -0.025
H (1.852, -1.233, 2.638)  0.041
H (0.542, -2.358, -2.966)  -0.013
H (-2.887, 1.601, -2.787)  0.043
H (0.781, 0.170, -4.228)  0.053
H (2.348, 3.198, 1.178)  -0.025
H (-0.716, -4.232, 3.496)  0.044
H (3.721, 1.709, 2.812)  0.066
H (2.426, 1.590, 3.162)  0.087
H (1.802, -0.786, 1.203)  -0.031
H (2.776, 2.134, -1.339)  -0.038
H (-1.113, -1.994, 0.119)  0.077

energy above the lowest of the compared OMol25 structures with the same formula, charge and spin: 222.72 kJ/mol
2S+1: 1
HOMO level: -5.33 eV
charge: -1
max |F|: 4.221 eV Å⁻¹

***

The following is a DFT calculation (ωB97M-V/def2-TZVPD) of 2 unconnected molecules or ions with the total composition C29H26N3O at a distorted geometry.

Last column: Löwdin charge in e.
CARTESIAN COORDINATES (ANGSTROEM)
O (1.548, -0.004, -3.247)  -0.077
N (0.141, -0.149, 1.313)  0.037
N (1.862, 0.905, 2.224)  0.178
N (2.115, 0.533, 0.927)  -0.082
C (-1.452, -1.426, 0.079)  -0.018
C (-1.494, -1.807, -3.256)  -0.003
C (-3.115, -2.763, 1.224)  -0.076
C (-4.834, -0.169, -3.973)  -0.028
C (0.678, -0.775, -2.633)  -0.009
C (-0.985, -0.999, 1.312)  -0.214
C (-1.352, 2.079, 5.893)  -0.066
C (3.372, 0.856, 0.443)  -0.218
C (1.082, -0.074, 0.297)  0.092
C (2.751, -0.527, -3.842)  0.003
C (5.609, 1.610, 0.846)  -0.054
C (4.885, 0.990, -1.406)  -0.071
C (-3.373, -0.348, -3.706)  -0.230
C (0.617, 0.561, 2.440)  -0.189
C (5.884, 1.431, -0.521)  -0.075
C (0.639, 1.296, 4.757)  -0.021
C (-2.830, -1.635, -3.580)  -0.024
C (-2.585, -2.387, 2.461)  -0.052
C (-1.513, 1.306, 3.601)  -0.036
C (4.332, 1.312, 1.341)  -0.005
C (-2.112, 1.835, 4.743)  -0.067
C (-1.484, -1.524, 2.502)  -0.018
C (-1.201, 0.634, -3.298)  0.031
C (0.020, 1.793, 5.900)  -0.063
C (-2.569, -2.264, 0.032)  -0.060
C (-2.541, 0.773, -3.585)  -0.002
C (3.620, 0.684, -0.912)  -0.027
C (-0.128, 1.011, 3.611)  -0.175
C (-0.676, -0.661, -3.053)  -0.212
H (-0.900, -1.095, -0.803)  0.057
H (-2.095, 1.116, 2.696)  0.118
H (-3.941, -3.473, 1.178)  0.108
H (-1.046, -2.800, -3.159)  0.137
H (-3.179, 2.056, 4.731)  0.110
H (0.614, 1.964, 6.796)  0.110
H (6.375, 1.981, 1.528)  0.111
H (3.247, -1.226, -3.160)  0.111
H (-0.524, 1.482, -3.216)  0.136
H (6.883, 1.625, -0.911)  0.106
H (2.788, 0.319, -1.502)  0.059
H (-3.009, -2.752, 3.396)  0.115
H (-1.017, -1.276, 3.455)  0.121
H (-2.975, 1.768, -3.704)  0.128
H (1.049, -1.625, -2.051)  0.151
H (-3.001, -2.539, -0.930)  0.089
H (-3.494, -2.495, -3.715)  0.135
H (3.378, 0.347, -4.022)  0.102
H (-1.828, 2.503, 6.776)  0.109
H (-5.455, -0.608, -3.181)  0.100
H (2.524, -1.013, -4.799)  0.114
H (4.070, 1.404, 2.393)  0.108
H (-5.108, -0.652, -4.918)  0.099
H (1.715, 1.118, 4.709)  0.115
H (-5.067, 0.896, -4.051)  0.085
H (5.084, 0.876, -2.471)  0.095

energy above the lowest of the compared OMol25 structures with the same formula, charge and spin: 165.42 kJ/mol
2S+1: 1
HOMO level: -10.74 eV
charge: +1
max |F|: 2.390 eV Å⁻¹

***

The following is a DFT calculation (ωB97M-V/def2-TZVPD) of a single C5H8N4 molecule at a distorted geometry.

Last column: Löwdin charge in e.
CARTESIAN COORDINATES (ANGSTROEM)
N (-0.272, -1.457, 0.004)  0.080
N (1.033, -1.732, -0.097)  0.019
N (3.106, -0.614, 0.022)  0.149
N (-2.974, -0.509, -0.026)  0.002
C (0.875, 0.502, 0.028)  -0.159
C (-1.842, 0.424, 0.014)  -0.237
C (1.108, 1.832, -0.070)  0.125
C (1.835, -0.599, 0.005)  -0.393
C (-0.464, -0.182, 0.024)  -0.241
H (2.087, 2.217, -0.059)  0.049
H (-1.873, 1.185, -0.758)  0.109
H (-2.894, -1.166, 0.735)  0.057
H (-2.844, -1.128, -0.836)  0.072
H (3.396, 0.345, 0.053)  0.028
H (-1.883, 1.026, 0.935)  0.119
H (1.334, -2.678, 0.078)  0.146
H (0.271, 2.533, -0.052)  0.075

energy above the lowest of the compared OMol25 structures with the same formula, charge and spin: 96.71 kJ/mol
2S+1: 1
HOMO level: -8.46 eV
structure (SMILES): [H]/N=C1/NN=C(CN)C1=C
max |F|: 2.517 eV Å⁻¹

***

The following is a DFT calculation (ωB97M-V/def2-TZVPD) of 3 unconnected molecules or ions with the total composition C2H12NO2S at a distorted geometry.

Last column: Mulliken spin population.
CARTESIAN COORDINATES (ANGSTROEM)
S (-1.207, -2.315, -2.134)  0.023
O (1.173, 2.339, 2.251)  0.718
O (-0.509, -1.190, 2.231)  0.219
N (-0.038, 0.507, 0.217)  0.657
C (0.489, -0.181, -1.044)  0.428
C (-0.414, -0.714, -2.193)  0.199
H (-1.223, 0.042, -2.185)  -0.077
H (0.605, 3.247, 2.106)  -0.179
H (1.205, -0.960, -0.445)  -0.061
H (1.129, 0.649, -1.506)  -0.194
H (-0.848, 1.026, 0.015)  -0.421
H (0.680, 1.220, 0.679)  -0.057
H (-0.198, -0.072, 1.040)  -0.089
H (2.121, 2.736, 2.223)  -0.112
H (-1.467, -2.444, -3.405)  -0.007
H (0.239, -0.626, -3.023)  0.042
H (-0.975, -1.170, 3.124)  -0.055
H (-0.762, -2.094, 2.050)  -0.035

energy above the lowest of the compared OMol25 structures with the same formula, charge and spin: 140.41 kJ/mol
2S+1: 2
HOMO level (spin up / spin down): -2.91 / -9.57 eV
max |F|: 3.984 eV Å⁻¹

***

The following is a DFT calculation (ωB97M-V/def2-TZVPD) of a single H4OP2S molecule at a distorted geometry.

Last column: Löwdin charge in e.
CARTESIAN COORDINATES (ANGSTROEM)
S (-1.961, -1.075, -0.003)  0.388
P (1.653, -0.850, 0.162)  0.546
P (-0.338, 0.173, -0.284)  0.022
O (-0.467, 1.393, 0.527)  -0.519
H (2.189, 0.245, -0.601)  -0.155
H (-2.666, 0.014, 0.456)  -0.140
H (-0.430, 0.264, -1.688)  -0.032
H (2.021, -0.165, 1.431)  -0.109

energy above the lowest of the compared OMol25 structures with the same formula, charge and spin: 33.12 kJ/mol
2S+1: 1
HOMO level: -9.59 eV
structure (SMILES): O=[P@@H](P)S
max |F|: 1.488 eV Å⁻¹

***

The following is a DFT calculation (ωB97M-V/def2-TZVPD) of 2 unconnected molecules or ions with the total composition C6H10NS at a distorted geometry.

Last column: Löwdin charge in e.
CARTESIAN COORDINATES (ANGSTROEM)
S (-2.764, -1.051, -0.290)  0.597
N (1.720, 0.783, -0.101)  0.144
C (-3.645, 0.359, 0.030)  -0.752
C (2.381, -2.737, 0.094)  0.103
C (1.667, -1.623, 0.157)  -0.116
C (-4.925, 0.609, 0.343)  -0.014
C (2.276, -0.317, -0.144)  -0.070
C (2.007, 2.143, -0.141)  0.001
H (3.376, -2.656, -0.110)  0.045
H (3.116, 2.145, -0.232)  0.142
H (1.749, 2.450, -1.177)  0.130
H (3.427, -0.246, -0.451)  0.222
H (1.388, 2.505, 0.636)  0.111
H (1.802, -3.702, 0.386)  0.139
H (-3.188, 1.321, -0.374)  0.063
H (0.577, -1.431, 0.384)  0.117
H (-5.391, 1.441, -0.047)  0.040
H (-5.573, 0.007, 1.037)  0.097

energy above the lowest of the compared OMol25 structures with the same formula, charge and spin: 543.03 kJ/mol
2S+1: 1
HOMO level (spin up / spin down): -11.68 / -11.43 eV
charge: +1
max |F|: 4.792 eV Å⁻¹

***

The following is a DFT calculation (ωB97M-V/def2-TZVPD) of 2 unconnected molecules or ions with the total composition C3H8OS at a distorted geometry.

Last column: Löwdin charge in e.
CARTESIAN COORDINATES (ANGSTROEM)
S (2.578, 0.080, 0.009)  0.872
O (3.359, -1.162, 0.238)  -0.562
C (-0.882, -0.001, -0.599)  -0.168
C (-1.824, -0.648, 0.527)  -0.133
C (2.939, 1.190, 1.135)  -0.281
H (-2.341, -1.654, 0.335)  0.078
H (-1.364, 0.512, -1.306)  0.003
H (2.516, 2.147, 1.225)  0.006
H (-0.208, -0.647, -1.162)  0.053
H (-2.567, 0.132, 0.709)  0.050
H (-1.080, -0.782, 1.361)  0.063
H (3.370, 0.751, 1.961)  -0.006
H (-0.335, 0.722, -0.030)  0.025

energy above the lowest of the compared OMol25 structures with the same formula, charge and spin: 213.06 kJ/mol
2S+1: 1
HOMO level: -9.88 eV
max |F|: 4.125 eV Å⁻¹

***

The following is a DFT calculation (ωB97M-V/def2-TZVPD) of a molecular structure, C14H27Cl3OPbSi at a distorted geometry.

Last column: Löwdin charge in e.
CARTESIAN COORDINATES (ANGSTROEM)
Pb (1.693, 1.736, 0.623)  0.788
Cl (1.420, 3.151, -1.453)  -0.210
Cl (-1.299, 3.722, 1.121)  -0.641
Cl (-0.546, 0.153, 1.562)  0.514
Si (1.455, -1.524, 3.579)  0.487
O (2.165, -0.291, -0.169)  -0.606
C (-3.813, 0.758, -0.701)  -0.094
C (-0.208, -2.461, -2.393)  -0.104
C (-2.162, -1.141, -1.305)  -0.298
C (0.150, -1.382, 2.163)  -0.636
C (1.385, -3.017, 4.769)  -0.203
C (-0.661, 0.059, -2.565)  -0.272
C (3.268, -1.436, 3.093)  -0.199
C (-0.981, -1.240, -2.086)  -0.280
C (-2.843, -2.213, -0.558)  -0.115
C (-2.607, 0.214, -1.349)  -0.294
C (1.023, 0.018, 4.576)  -0.213
C (-1.836, 2.397, -2.427)  -0.122
C (-1.693, 0.957, -2.138)  -0.261
C (0.515, 0.360, -3.389)  -0.122
H (3.473, -0.660, 2.342)  0.003
H (-3.033, -1.884, 0.479)  0.052
H (-4.614, 0.920, -1.419)  0.053
H (3.887, -1.210, 3.974)  0.027
H (1.668, 0.111, 5.468)  0.023
H (-3.573, 1.713, -0.218)  0.052
H (-0.355, -2.757, -3.442)  0.057
H (-0.992, 2.774, -3.000)  0.024
H (3.651, -2.389, 2.684)  0.032
H (-0.749, -1.905, 2.522)  0.021
H (-0.504, -3.284, -1.757)  0.037
H (-0.028, -0.027, 4.917)  0.039
H (0.844, 1.391, -3.263)  -0.012
H (1.139, 0.918, 3.954)  0.012
H (2.079, -2.885, 5.625)  0.027
H (0.336, 0.151, -4.455)  0.055
H (-2.236, -3.120, -0.529)  0.044
H (-2.788, 2.586, -2.977)  0.064
H (0.385, -3.179, 5.220)  0.024
H (1.675, -3.977, 4.300)  0.021
H (-1.877, 2.963, -1.467)  0.005
H (-3.815, -2.462, -1.005)  0.056
H (3.012, -0.781, 0.067)  -0.045
H (1.352, -0.300, -3.059)  0.060
H (0.476, -1.913, 1.225)  0.043
H (0.879, -2.264, -2.260)  0.058
H (-4.179, 0.071, 0.064)  0.050

energy above the lowest of the compared OMol25 structures with the same formula, charge and spin: 0.00 kJ/mol
2S+1: 1
HOMO level: 0.79 eV
charge: -2
max |F|: 2.054 eV Å⁻¹

***

The following is a DFT calculation (ωB97M-V/def2-TZVPD) of a gas-phase ion, C3H6N3 (charge +1) at a distorted geometry.

Last column: Löwdin charge in e.
CARTESIAN COORDINATES (ANGSTROEM)
N (0.271, 0.662, -0.511)  0.246
N (2.086, -0.618, 0.268)  0.035
N (-2.067, 0.561, -0.118)  0.111
C (-0.903, 0.509, -0.546)  -0.069
C (-2.863, -0.393, 0.115)  0.154
C (1.720, 0.661, -0.219)  -0.209
H (2.069, -0.643, 1.268)  0.084
H (2.289, 0.841, -1.144)  0.141
H (1.830, 1.438, 0.505)  0.133
H (-3.718, -0.141, 0.776)  0.128
H (-2.604, -1.439, -0.050)  0.121
H (1.890, -1.438, -0.342)  0.123

energy above the lowest of the compared OMol25 structures with the same formula, charge and spin: 234.22 kJ/mol
2S+1: 1
HOMO level: -14.15 eV
charge: +1
structure (SMILES): C=NC#[N+]CN
max |F|: 7.808 eV Å⁻¹